Run P
DFT (ωB97M-V/def2-TZVPD) results for a molecular structure, C4H10N2.

Element x y z (Å)
1 C 1.10698 0.20822 -0.32611
2 C 1.33749 0.78818 1.06541
3 N -1.15700 -1.41073 -0.59770
4 C -1.05030 -0.08367 -0.67102
5 N -0.20628 -2.08294 0.14181
6 C -1.80770 0.98315 -0.60086
7 H -1.40615 -1.88899 -1.45440
8 H -0.37367 -1.82550 1.11687
9 H 0.67307 -1.11966 -0.07683
10 H 0.94879 1.00912 -1.04683
11 H 2.00681 -0.28123 -0.71805
12 H -2.86250 0.91986 -0.35481
13 H -1.38733 1.96626 -0.76926
14 H 1.56237 0.00295 1.79185
15 H 2.16660 1.50207 1.07752
16 H 0.44881 1.31291 1.42241

Output
HOMO-LUMO gap in Ha: 0.3498
HOMO in Eh: -0.3170
Net charge: 0

Run Q
DFT (ωB97M-V/def2-TZVPD) results for a single C4H10N2 molecule.

Element x y z (Å)
1 C 0.70873 -1.68500 1.07909
2 C -0.22882 -1.22860 -0.03805
3 C -0.38492 1.39554 0.12662
4 C 0.05641 0.17088 -0.70861
5 N -0.36080 0.10785 -2.02370
6 N 0.22023 1.35108 1.38916
7 H 0.35747 -2.60984 1.53609
8 H 1.72837 -1.81718 0.72126
9 H 0.74742 -0.86156 1.77792
10 H -0.18082 -1.89848 -0.90135
11 H -1.28498 -1.23339 0.26064
12 H 1.16169 0.23051 -0.74402
13 H -1.14877 0.70959 -2.28740
14 H -0.11831 2.30712 -0.44448
15 H 0.28294 2.32088 1.70823
16 H -1.48452 1.40061 0.20136

Output
HOMO-LUMO gap in Ha: 0.1763
HOMO in Eh: -0.2839
Net charge: 0

Run R
DFT (ωB97M-V/def2-TZVPD) results for a single C4H10N2 molecule.

Element x y z (Å)
1 H -3.13956 -0.70692 -1.25730
2 N -2.66296 -0.79452 -0.36083
3 C -1.88639 0.20757 -0.25266
4 N -0.65448 0.22779 0.41890
5 C 0.45142 0.56359 -0.50832
6 C 1.67794 -0.33230 -0.22534
7 C 2.50848 0.07656 0.96252
8 H -2.09078 1.19494 -0.65922
9 H -0.44635 -0.63743 0.89852
10 H 0.09102 0.37464 -1.54452
11 H 0.77670 1.60269 -0.44134
12 H 2.22549 -0.20547 -1.16251
13 H 1.33992 -1.35633 -0.07813
14 H 1.95627 -0.06475 1.90479
15 H 2.97842 1.05247 0.87492
16 H 3.34779 -0.62816 1.02896

Output
SMILES string: [H]/N=C/NCCC
HOMO-LUMO gap in Ha: 0.3697
HOMO in Eh: -0.3287
Net charge: 0

run R wins, 97.9 kcal/mol ahead of the next structure.

Run P
DFT (ωB97M-V/def2-TZVPD) results for a molecular structure, C4H10N2.

Element x y z (Å)
1 C -0.50420 0.53217 1.11017
2 C -0.32567 -0.74142 1.87069
3 C 0.52019 -0.49382 -1.80886
4 C 1.47929 -0.34304 -0.93427
5 N -1.51531 0.88734 0.43537
6 N 2.30898 -0.31335 -0.04197
7 H 0.24283 1.29924 1.29165
8 H -1.59474 1.73200 -1.35396
9 H -2.16705 0.12235 0.24430
10 H 3.28815 -0.13246 -0.26181
11 H -0.23902 -0.52734 2.94578
12 H -1.14738 -1.43378 1.69526
13 H 0.60981 -1.20998 1.56536
14 H 0.12720 0.37120 -2.33055
15 H 0.38686 -1.46700 -2.27530
16 H -1.46995 1.71789 -2.15187

Output
HOMO-LUMO gap in Ha: 0.3699
HOMO in Eh: -0.3343
Net charge: 0

Run Q
DFT (ωB97M-V/def2-TZVPD) results for a single C4H10N2 molecule.

Element x y z (Å)
1 C 0.77844 1.25330 -1.60436
2 C 1.13367 0.39517 -0.35479
3 C 0.02283 -0.41334 0.24676
4 N -0.58087 -1.33777 -0.63496
5 C -0.36829 -0.12798 1.49271
6 N -1.50261 -0.73473 2.09890
7 H 1.55871 1.19741 -2.35422
8 H -0.14924 0.84907 -2.01286
9 H 0.54436 2.26758 -1.28904
10 H 1.94762 -0.27790 -0.67282
11 H 1.58946 0.99715 0.43363
12 H -0.13168 -1.30467 -1.53836
13 H -1.56850 -1.25668 -0.73270
14 H -0.12385 0.80941 1.96857
15 H -1.46075 -0.61886 3.09134
16 H -1.68930 -1.69717 1.86220

Output
SMILES string: CC/C(N)=C/N
HOMO-LUMO gap in Ha: 0.3067
HOMO in Eh: -0.2670
Net charge: 0

Run R
DFT (ωB97M-V/def2-TZVPD) results for a single C4H10N2 molecule.

Element x y z (Å)
1 H 1.27231 -1.79660 -2.91010
2 N 0.77774 -0.83015 -2.78310
3 C 0.05182 -0.91200 -1.76021
4 N -0.24386 0.24308 -0.87379
5 C -0.02851 -0.17372 0.47009
6 C -0.86348 0.54065 1.61340
7 C 0.18709 1.05662 2.70975
8 H -0.73924 -1.74716 -1.79612
9 H 0.29104 1.11759 -1.17022
10 H 0.98302 -0.09547 0.77007
11 H -0.14445 -1.30974 0.72074
12 H -1.34533 1.46948 1.17532
13 H -1.58974 -0.19621 1.98232
14 H 0.64896 0.18558 3.18422
15 H 0.90278 1.52715 2.01491
16 H -0.09808 1.88560 3.42892

Output
SMILES string: [H]/N=C/NCCC
HOMO-LUMO gap in Ha: 0.3642
HOMO in Eh: -0.3246
Net charge: 0

run Q wins, 43.1 kcal/mol ahead of the next structure.

Run P
DFT (ωB97M-V/def2-TZVPD) results for a single C4H10N2 molecule.

Element x y z (Å)
1 H 1.19582 1.85725 -2.55870
2 N 0.70532 1.26455 -1.89517
3 C 1.57307 0.68785 -1.13380
4 N 1.51101 -0.55366 -0.55848
5 C 0.12085 -0.88461 -0.13754
6 C -0.45433 0.12409 0.90004
7 C -1.92059 -0.11100 1.34308
8 H 2.52486 1.20534 -0.97862
9 H 2.01342 -1.30679 -0.99065
10 H 0.17570 -1.89025 0.30888
11 H -0.56344 -1.00628 -0.98270
12 H 0.16366 0.10418 1.80169
13 H -0.22340 1.07057 0.40793
14 H -2.65128 0.37493 0.69718
15 H -2.12308 -1.18138 1.40334
16 H -2.04759 0.24521 2.37351

Output
SMILES string: [H]/N=C/NCCC
HOMO-LUMO gap in Ha: 0.3737
HOMO in Eh: -0.3354
Net charge: 0

Run Q
DFT (ωB97M-V/def2-TZVPD) results for a single C4H10N2 molecule.

Element x y z (Å)
1 C -2.19295 0.98063 0.07453
2 C -1.15189 0.20856 0.35246
3 N -1.23148 -0.86604 1.24063
4 C 0.24745 0.58381 -0.08975
5 C 1.01943 -0.54072 -0.76194
6 N 2.46665 -0.34103 -0.73016
7 H -3.16638 0.76126 0.51568
8 H -2.21060 2.02936 -0.18328
9 H -0.39334 -1.14488 1.71763
10 H -1.88733 -1.60418 1.05281
11 H 0.70924 0.90068 0.85270
12 H 0.24628 1.45953 -0.73356
13 H 0.75348 -0.56576 -1.81778
14 H 0.92869 -1.53341 -0.32260
15 H 2.86517 0.47899 -1.14546
16 H 2.99760 -0.80680 -0.02192

Output
SMILES string: C=C(N)CCN
HOMO-LUMO gap in Ha: 0.3381
HOMO in Eh: -0.2995
Net charge: 0

run Q wins, 1.4 kcal/mol ahead of the next structure.

Run P
DFT (ωB97M-V/def2-TZVPD) results for a single C3H6N4O molecule.

Element x y z (Å)
1 H 0.09028 0.86937 -0.95002
2 N 0.52017 1.65905 -0.50510
3 C 1.61737 1.22568 0.11326
4 N 2.08626 -0.08939 0.31969
5 C 1.33583 -1.22977 -0.07248
6 N 0.08302 -1.43156 -0.21944
7 C -0.83262 -0.53942 0.26680
8 N -1.91601 -0.43847 -0.34533
9 O -2.69744 0.53364 0.34355
10 H 2.20275 1.89979 0.69348
11 H 3.22877 -0.22059 0.10738
12 H 2.12630 -2.00718 -0.32303
13 H -0.67070 -0.11472 1.32179
14 H -3.53545 0.66787 -0.19223

Output
SMILES string: [H]/N=C\N/C=N\C=N\O
HOMO-LUMO gap in Ha: 0.3458
HOMO in Eh: -0.3346
Net charge: 0

Run Q
DFT (ωB97M-V/def2-TZVPD) results for a molecular structure, C3H6N4O.

Element x y z (Å)
1 C 0.54571 -0.78092 -2.15160
2 C -1.38394 1.18130 -0.17103
3 C 0.60531 -0.01699 1.84391
4 H 1.48517 0.18571 -2.39014
5 H 0.41245 -1.96374 -2.62299
6 H -2.06551 1.96322 0.27483
7 H -0.45543 -1.29183 0.69222
8 H 0.51775 0.93581 2.29339
9 H 2.39409 0.19471 1.70195
10 N -0.69070 -0.43994 -1.63893
11 N -1.04716 0.89230 -1.39734
12 N -0.57593 -0.59673 1.33665
13 N 1.80546 -0.51908 1.25954
14 O -1.54725 0.25616 0.96952

Output
HOMO-LUMO gap in Ha: 0.3354
HOMO in Eh: -0.3349
Net charge: 0

Run R
DFT (ωB97M-V/def2-TZVPD) results for a molecular structure, C3H6N4O.

Element x y z (Å)
1 C 1.16226 0.06869 -0.26602
2 C -1.56887 -0.12113 -0.11037
3 C -0.41963 -1.05796 0.36083
4 H 3.00273 -0.57377 -0.65010
5 H 3.19756 1.03796 -0.08897
6 H -1.50144 2.16119 -0.08860
7 H -3.02271 0.50880 -0.63009
8 H -0.77536 -2.26687 0.73123
9 H 0.08752 -0.71018 1.59823
10 N 2.53164 0.13249 -0.03610
11 N 0.40405 1.06354 0.01077
12 N -0.98975 1.18393 0.00972
13 N -2.80526 -0.32053 -0.32270
14 O 0.69726 -1.10615 -0.51782

Output
HOMO-LUMO gap in Ha: 0.3260
HOMO in Eh: -0.2988
Net charge: 0

Run S
DFT (ωB97M-V/def2-TZVPD) results for a single C3H6N4O molecule.

Element x y z (Å)
1 H -0.87256 -1.85615 1.75447
2 N -1.35636 -1.73771 0.83620
3 C -0.87600 -0.80598 0.16536
4 N -1.10732 -0.48144 -1.18325
5 C -0.27159 0.40264 -1.53143
6 N 0.72328 0.68245 -0.56480
7 O 0.77366 2.07147 -0.32934
8 N 0.24691 -0.00459 0.56393
9 C 1.29727 -0.49014 1.44349
10 H -0.23206 0.97971 -2.49061
11 H -0.11175 2.28128 0.10390
12 H 1.87963 -1.28214 1.01061
13 H 0.77561 -0.90787 2.32969
14 H 1.92830 0.36323 1.89753

Output
SMILES string: [H]/N=c1/ncn(O)n1C
HOMO-LUMO gap in Ha: 0.3484
HOMO in Eh: -0.3390
Net charge: 0

run S wins, 12.2 kcal/mol ahead of the next structure.

Run P
DFT (ωB97M-V/def2-TZVPD) results for a single C3H6N4O molecule.

Element x y z (Å)
1 H -0.18835 -1.21814 -2.75718
2 N 0.07591 -1.37028 -1.76747
3 C 0.29781 -0.37108 -0.95867
4 N 1.06323 -0.72368 0.19190
5 C 0.21976 -0.24368 1.28484
6 N 0.87496 -0.32721 2.47583
7 C -0.48095 0.73125 0.75072
8 N -0.40098 0.90398 -0.65423
9 O -1.35312 1.37368 -1.47610
10 H 1.17281 -1.70442 0.23804
11 H 0.88728 -1.16909 3.10405
12 H 0.46363 0.53622 3.09495
13 H -0.90076 1.60888 1.36787
14 H -2.12111 0.87848 -1.42243

Output
SMILES string: [H]/N=c1/[nH]c(N)cn1O
HOMO-LUMO gap in Ha: 0.3226
HOMO in Eh: -0.2935
Net charge: 0

Run Q
DFT (ωB97M-V/def2-TZVPD) results for a single C3H6N4O molecule.

Element x y z (Å)
1 N 0.79261 -1.67640 -1.70333
2 C 0.32777 -0.60750 -1.94703
3 C -0.38140 0.70292 -1.87342
4 N -0.20721 1.20586 -0.54173
5 N -0.91679 0.68580 0.61827
6 C -0.12530 -0.17647 1.44559
7 N 1.24183 0.22793 1.51004
8 O -0.65235 -0.96053 2.15175
9 H 0.19749 1.46416 -2.55595
10 H -1.49467 0.68078 -2.14319
11 H -0.50910 2.17472 -0.70046
12 H -1.75993 0.22944 0.30558
13 H 1.72748 0.91077 0.88610
14 H 1.75803 -0.39160 2.06035

Output
SMILES string: N#CCNNC(N)=O
HOMO-LUMO gap in Ha: 0.3897
HOMO in Eh: -0.3742
Net charge: 0

Run R
DFT (ωB97M-V/def2-TZVPD) results for a single C3H6N4O molecule.

Element x y z (Å)
1 H -1.04068 -0.79089 -1.92167
2 N -0.60736 -1.57733 -2.34408
3 C 0.52219 -1.82776 -1.74147
4 N 0.98918 -1.16002 -0.63167
5 C 0.37882 -0.15104 0.07899
6 N 0.84522 0.26236 1.19362
7 C 0.22282 1.31776 1.98240
8 N -0.82337 2.07219 1.82860
9 O -1.29082 2.06522 0.53173
10 H 1.17432 -2.65991 -2.09848
11 H 1.73913 -1.54717 -0.10405
12 H -0.52215 0.21897 -0.39642
13 H 0.58295 1.26543 3.02398
14 H -2.17025 2.51218 0.59853

Output
SMILES string: [H]/N=C\N/C=N/C=N\O
HOMO-LUMO gap in Ha: 0.3446
HOMO in Eh: -0.3346
Net charge: 0

Run S
DFT (ωB97M-V/def2-TZVPD) results for a single C3H6N4O molecule.

Element x y z (Å)
1 N -2.68708 -0.03076 -0.09955
2 C -1.25606 0.00745 0.06066
3 N -0.59370 1.13634 -0.02989
4 C 0.69126 0.73244 -0.03470
5 O 1.74044 1.57809 0.05009
6 C 0.77846 -0.63657 0.08560
7 N 1.91972 -1.43340 -0.09704
8 N -0.56859 -1.07056 -0.01183
9 H -3.06184 -0.77590 0.45645
10 H -3.02637 0.88630 -0.05069
11 H 1.41362 2.46342 -0.08144
12 H 2.13285 -1.92736 0.76445
13 H 1.72712 -2.11640 -0.74335
14 H -0.88338 -1.98609 0.25264

Output
SMILES string: Nc1nc(O)c(N)[nH]1
HOMO-LUMO gap in Ha: 0.2955
HOMO in Eh: -0.2720
Net charge: 0

run S wins, 24.2 kcal/mol ahead of the next structure.

Run P
DFT (ωB97M-V/def2-TZVPD) results for a single C3H6N4O molecule.

Element x y z (Å)
1 H -3.11188 -1.54645 -0.33496
2 N -2.98766 -0.68607 0.17746
3 C -1.91177 -0.04409 -0.09217
4 N -1.59069 1.19389 0.27604
5 C -0.40615 1.41082 -0.19354
6 N 0.17415 0.44785 -0.95766
7 N 1.33596 -0.20611 -0.63769
8 C 1.70592 -0.52433 0.70152
9 O -0.92846 -0.56978 -0.92666
10 H 0.18311 2.25617 0.15911
11 H 2.12111 0.04710 -1.19706
12 H 2.46267 -1.26678 0.63959
13 H 2.08000 0.36080 1.14378
14 H 0.87369 -0.87302 1.24224

Output
SMILES string: [H]/N=c1/ncn(NC)o1
HOMO-LUMO gap in Ha: 0.3491
HOMO in Eh: -0.3362
Net charge: 0

Run Q
DFT (ωB97M-V/def2-TZVPD) results for a single C3H6N4O molecule.

Element x y z (Å)
1 C 0.81534 -1.65478 -0.62025
2 C -0.34888 -0.89572 -0.05877
3 C -1.43384 1.32615 0.43543
4 N 1.71444 0.92334 0.14100
5 N 0.82020 0.87589 0.95007
6 N 2.64073 0.98692 -0.51789
7 N -0.31902 0.32766 0.71980
8 O -0.00666 -0.83993 -1.45632
9 H 0.68285 -2.65753 -0.68141
10 H -1.28327 -1.55602 0.19193
11 H -2.33879 0.67290 0.23940
12 H -1.60863 1.76492 1.42470
13 H -1.14712 2.11507 -0.31915
14 H 1.81263 -1.38889 -0.44854

Output
HOMO-LUMO gap in Ha: 0.3506
HOMO in Eh: -0.3139
Net charge: 0

run P wins, 49.2 kcal/mol ahead of the next structure.